(1)
{
  "formula": "C20H44O24S6",
  "method": "ωB97M-V with the def2-TZVPD basis set",
  "species": ["O", "S", "O", "C", "C", "C", "C", "H", "H", "H", "H", "H", "H", "H", "H", "O", "S", "O", "C", "C", "C", "C", "H", "H", "H", "H", "H", "H", "H", "H", "O", "S", "O", "O", "C", "C", "O", "H", "H", "H", "H", "O", "S", "O", "O", "C", "C", "O", "H", "H", "H", "H", "O", "S", "O", "O", "C", "C", "O", "H", "H", "H", "H", "O", "S", "O", "O", "C", "C", "O", "H", "H", "H", "H", "O", "C", "C", "O", "H", "H", "H", "H", "H", "H", "O", "C", "C", "O", "H", "H", "H", "H", "H", "H"],
  "coordinates": [[-1.024, 2.265, -1.509], [-1.178, 2.542, -2.914], [-0.956, 1.488, -3.897], [-2.796, 3.297, -3.258], [-2.449, 4.533, -4.040], [-1.145, 5.132, -3.470], [-0.124, 4.041, -3.483], [-3.268, 3.467, -2.290], [-3.414, 2.536, -3.734], [-2.310, 4.280, -5.091], [-3.259, 5.260, -4.091], [-1.325, 5.497, -2.459], [-0.732, 5.999, -3.986], [0.742, 3.878, -2.841], [0.111, 3.827, -4.525], [3.305, -1.053, -0.481], [4.717, -0.993, -0.188], [5.724, -1.276, -1.221], [5.181, 0.613, 0.484], [5.807, 0.422, 1.831], [6.078, -1.113, 2.087], [5.019, -1.891, 1.339], [4.280, 1.221, 0.400], [5.785, 1.194, -0.213], [6.669, 1.073, 1.980], [5.094, 0.834, 2.544], [6.070, -1.289, 3.163], [7.067, -1.342, 1.692], [4.132, -1.879, 1.972], [5.329, -2.907, 1.095], [-2.239, -2.966, 6.636], [-1.234, -2.906, 5.547], [-1.155, -3.959, 4.529], [-1.147, -1.354, 4.932], [-0.242, -0.491, 5.536], [0.797, -1.357, 6.302], [0.261, -2.727, 6.228], [0.133, 0.242, 4.821], [-0.865, 0.158, 6.152], [0.872, -0.923, 7.299], [1.668, -1.268, 5.652], [4.201, 1.257, -5.452], [2.768, 1.385, -5.446], [2.149, 2.350, -6.345], [2.126, -0.131, -5.512], [2.321, -0.809, -4.297], [2.229, 0.307, -3.269], [2.146, 1.548, -3.929], [1.474, -1.492, -4.227], [3.210, -1.439, -4.322], [3.024, 0.180, -2.534], [1.239, 0.335, -2.815], [-4.904, -3.357, -3.691], [-3.905, -2.445, -3.010], [-2.893, -1.785, -3.833], [-4.707, -1.308, -2.145], [-3.912, -0.922, -1.035], [-3.331, -2.280, -0.548], [-3.233, -3.114, -1.651], [-3.141, -0.242, -1.396], [-4.450, -0.311, -0.310], [-4.128, -2.712, 0.057], [-2.418, -2.225, 0.044], [-5.883, 3.033, 4.803], [-5.052, 2.012, 5.412], [-5.670, 1.133, 6.437], [-4.342, 1.093, 4.169], [-3.195, 1.710, 3.685], [-2.684, 2.618, 4.858], [-3.583, 2.571, 5.944], [-2.491, 0.967, 3.309], [-3.441, 2.304, 2.805], [-2.728, 3.680, 4.614], [-1.680, 2.242, 5.054], [1.416, -4.650, -0.736], [0.744, -3.591, -1.451], [-0.265, -4.194, -2.476], [0.269, -5.065, -3.374], [1.721, -5.215, -1.450], [0.092, -3.009, -0.799], [1.486, -3.029, -2.017], [-0.812, -3.420, -3.014], [-1.038, -4.792, -1.993], [-0.412, -5.666, -3.684], [0.041, -0.016, -0.792], [0.465, -0.077, 0.529], [-0.588, 0.411, 1.486], [-0.736, 1.793, 1.369], [-0.316, 0.854, -0.987], [0.670, -1.147, 0.584], [1.415, 0.456, 0.546], [-0.461, 0.109, 2.526], [-1.527, -0.049, 1.178], [-1.256, 2.038, 0.599]],
  "lumo_ev": -0.3137,
  "e_above_lowest_kj_mol": 0.0,
  "homo_lumo_gap_ev": 9.64,
  "smiles": "O=S1(=O)CCCC1.O=S1(=O)CCCC1.O=S1(=O)OCCO1.O=S1(=O)OCCO1.O=S1(=O)OCCO1.O=S1(=O)OCCO1.OCCO.OCCO"
}

=====

(2)
{
  "formula": "C20H45N2O2P2Pt",
  "method": "ωB97M-V with the def2-TZVPD basis set",
  "species": ["Pt", "P", "P", "N", "C", "H", "H", "C", "H", "H", "C", "H", "H", "C", "H", "H", "C", "C", "H", "H", "H", "C", "C", "H", "H", "H", "C", "C", "H", "H", "H", "C", "C", "H", "H", "H", "C", "O", "C", "H", "H", "H", "C", "H", "H", "H", "C", "H", "H", "H", "C", "H", "H", "H", "H", "H", "H", "H", "H", "H", "C", "N", "C", "C", "O", "H", "H", "H", "H", "H", "H", "H"],
  "coordinates": [[-0.630, 0.080, -0.627], [-1.381, 2.045, 0.213], [-0.040, -1.860, -1.638], [-2.217, 0.556, -2.795], [-2.570, 2.476, -1.174], [-3.381, 3.071, -0.728], [-2.006, 3.148, -1.838], [-3.228, 1.339, -2.021], [-3.750, 0.687, -1.303], [-3.991, 1.741, -2.731], [-2.456, -0.897, -3.072], [-3.066, -0.980, -4.005], [-3.034, -1.358, -2.255], [-1.115, -1.691, -3.160], [-0.468, -1.240, -3.926], [-1.351, -2.709, -3.504], [-0.458, -3.479, -0.798], [0.145, -3.709, 0.586], [-0.396, -4.558, 1.020], [0.054, -2.854, 1.258], [1.198, -4.001, 0.541], [1.768, -1.998, -2.088], [2.683, -2.590, -1.013], [3.715, -2.371, -1.314], [2.607, -3.682, -0.931], [2.534, -2.140, -0.028], [-0.082, 3.369, 0.456], [0.634, 3.348, 1.810], [1.537, 3.962, 1.707], [0.959, 2.346, 2.106], [0.045, 3.792, 2.623], [-2.357, 2.040, 1.814], [-1.650, 1.485, 3.047], [-2.433, 1.318, 3.795], [-0.948, 2.199, 3.484], [-1.126, 0.544, 2.873], [-1.815, -0.843, 0.479], [-2.653, -1.408, 1.061], [1.977, -2.759, -3.402], [1.702, -3.817, -3.308], [1.426, -2.323, -4.243], [3.047, -2.707, -3.642], [-0.626, 4.778, 0.185], [0.222, 5.473, 0.250], [-1.067, 4.882, -0.812], [-1.369, 5.083, 0.933], [-2.953, 3.409, 2.154], [-3.716, 3.228, 2.924], [-2.224, 4.103, 2.592], [-3.444, 3.901, 1.306], [-0.164, -4.692, -1.685], [0.899, -4.968, -1.704], [-0.701, -5.540, -1.238], [-0.520, -4.577, -2.716], [-1.555, -3.414, -0.686], [-3.201, 1.371, 1.570], [2.078, -0.947, -2.231], [0.676, 3.127, -0.312], [-2.125, 1.007, -3.719], [0.919, 0.552, -0.729], [3.172, -0.596, 3.782], [3.360, -0.031, 2.457], [4.623, 0.562, 2.047], [2.323, -0.057, 1.605], [1.222, -0.574, 1.883], [4.117, -0.522, 4.311], [2.860, -1.643, 3.727], [2.402, -0.055, 4.338], [4.998, 0.056, 1.141], [4.475, 1.628, 1.804], [5.348, 0.461, 2.862], [2.538, 0.423, 0.631]],
  "total_charge": 1,
  "lumo_ev": [-1.9784, -5.3729],
  "spin_multiplicity": 3,
  "e_above_lowest_kj_mol": 109.2,
  "s2": 2.0095,
  "homo_lumo_gap_ev": [6.07, 6.19]
}

=====

(3)
{
  "formula": "C20H45N5O14",
  "method": "ωB97M-V with the def2-TZVPD basis set",
  "species": ["C", "C", "C", "C", "C", "C", "C", "C", "C", "C", "O", "C", "O", "C", "C", "C", "O", "C", "O", "H", "H", "H", "H", "H", "H", "H", "H", "H", "H", "H", "H", "H", "H", "H", "H", "H", "H", "H", "H", "H", "H", "H", "H", "H", "H", "H", "H", "H", "H", "C", "N", "O", "O", "H", "H", "H", "C", "N", "O", "O", "H", "H", "H", "C", "N", "O", "O", "H", "H", "H", "C", "N", "O", "O", "H", "H", "H", "C", "N", "O", "O", "H", "H", "H"],
  "coordinates": [[2.856, -0.006, 3.856], [3.425, -0.283, 2.345], [3.844, 1.052, 1.496], [2.860, 2.347, 1.687], [1.550, 2.384, 0.702], [0.677, 1.000, 0.646], [-0.971, 1.258, 0.524], [-1.658, 0.767, 1.929], [-2.530, -0.618, 1.833], [-4.095, -0.330, 1.325], [-4.688, -1.610, 0.860], [-6.148, -1.617, 1.147], [-1.981, -1.639, 0.926], [-0.655, -2.116, 1.370], [-0.558, -3.749, 1.499], [0.435, -4.470, 0.408], [1.726, -3.792, 0.205], [1.864, -3.263, -1.166], [0.905, -2.662, -1.878], [1.669, -0.104, 3.786], [3.104, 1.056, 4.291], [3.183, -0.804, 4.662], [4.423, -0.925, 2.477], [2.687, -1.003, 1.746], [3.780, 0.748, 0.343], [4.997, 1.305, 1.670], [2.481, 2.536, 2.778], [3.514, 3.305, 1.402], [1.948, 2.715, -0.373], [0.850, 3.282, 1.056], [0.967, 0.437, -0.355], [0.809, 0.285, 1.563], [-1.360, 0.610, -0.383], [-1.192, 2.387, 0.275], [-2.430, 1.623, 2.240], [-0.921, 0.663, 2.834], [-2.653, -1.116, 2.908], [-4.714, 0.166, 2.186], [-4.066, 0.375, 0.367], [-6.381, -1.499, 2.311], [-6.584, -2.655, 0.782], [-6.698, -0.765, 0.539], [-0.317, -1.670, 2.412], [0.119, -1.761, 0.554], [-1.657, -4.205, 1.441], [-0.166, -4.010, 2.583], [-0.150, -4.684, -0.608], [0.687, -5.548, 0.844], [2.939, -3.337, -1.659], [-4.750, 4.246, -0.621], [-3.495, 3.633, -0.108], [-3.608, 2.732, 0.731], [-2.433, 4.074, -0.562], [-5.602, 3.764, -0.138], [-4.720, 5.311, -0.378], [-4.778, 4.086, -1.701], [4.609, -1.956, -3.777], [5.733, -0.998, -3.592], [6.574, -1.272, -2.728], [5.738, 0.001, -4.320], [4.731, -2.783, -3.074], [3.681, -1.416, -3.579], [4.648, -2.316, -4.807], [-4.554, -5.582, 1.617], [-3.745, -6.382, 2.575], [-3.843, -6.097, 3.775], [-3.033, -7.273, 2.097], [-5.129, -4.839, 2.174], [-3.862, -5.096, 0.926], [-5.220, -6.271, 1.093], [-4.641, 5.829, -4.796], [-5.000, 6.712, -3.654], [-5.705, 7.698, -3.900], [-4.564, 6.390, -2.542], [-5.090, 6.230, -5.707], [-3.552, 5.818, -4.875], [-5.033, 4.833, -4.579], [8.209, 1.130, -2.928], [9.333, 2.088, -2.743], [10.174, 1.814, -1.880], [9.338, 3.088, -3.471], [8.331, 0.303, -2.225], [7.281, 1.670, -2.730], [8.248, 0.771, -3.958]],
  "lumo_ev": -0.5111,
  "e_above_lowest_kj_mol": 784.6,
  "homo_lumo_gap_ev": 8.94,
  "smiles": "CCCCCCCC[C@@H](COC)OCCCOC=O.C[N+](=O)[O-].C[N+](=O)[O-].C[N+](=O)[O-].C[N+](=O)[O-].C[N+](=O)[O-]"
}

=====

(4)
{
  "formula": "C20H46IN2O11PS2",
  "method": "ωB97M-V with the def2-TZVPD basis set",
  "species": ["C", "C", "C", "C", "C", "C", "S", "O", "O", "O", "C", "O", "C", "S", "O", "O", "P", "O", "I", "H", "H", "H", "H", "H", "H", "H", "H", "H", "H", "H", "H", "H", "H", "H", "H", "C", "O", "C", "C", "N", "C", "C", "O", "C", "H", "H", "H", "H", "H", "H", "H", "H", "H", "H", "H", "H", "H", "H", "H", "C", "O", "C", "C", "N", "C", "C", "O", "C", "H", "H", "H", "H", "H", "H", "H", "H", "H", "H", "H", "H", "H", "H", "H"],
  "coordinates": [[-6.144, 3.900, 0.846], [-4.608, 3.359, 0.749], [-3.973, 3.939, -0.613], [-2.522, 3.350, -0.951], [-2.500, 1.752, -1.239], [-3.893, 1.271, -1.947], [-4.162, 1.937, -3.644], [-3.819, 3.388, -3.827], [-5.660, 1.803, -3.912], [-2.497, 1.081, 0.052], [-1.204, 0.841, 0.574], [-0.539, -0.219, 0.412], [-0.502, 1.939, 1.540], [0.999, 2.730, 0.807], [0.748, 3.508, -0.454], [1.482, 3.730, 1.854], [-0.949, 1.444, -2.310], [-0.917, 2.462, -3.695], [-1.131, -0.913, -3.118], [-6.835, 3.254, 0.211], [-6.447, 3.733, 1.950], [-6.229, 5.015, 0.605], [-4.015, 3.794, 1.619], [-4.686, 2.220, 0.750], [-3.834, 5.078, -0.475], [-4.727, 3.839, -1.480], [-1.801, 3.681, -0.135], [-2.152, 3.857, -1.923], [-4.803, 1.427, -1.265], [-3.797, 0.122, -2.057], [-3.522, 1.136, -4.592], [-0.177, 1.364, 2.488], [-1.282, 2.702, 1.919], [2.057, 1.816, 0.657], [-1.237, 1.896, -4.446], [1.319, -6.702, -8.049], [1.203, -7.288, -6.762], [2.449, -7.353, -6.064], [2.421, -6.432, -4.844], [2.433, -5.025, -5.247], [2.172, -4.098, -4.144], [0.778, -4.147, -3.502], [-0.271, -3.723, -4.370], [-0.809, -4.754, -5.188], [0.353, -6.793, -8.550], [1.569, -5.641, -7.973], [2.071, -7.223, -8.649], [3.299, -7.128, -6.715], [2.562, -8.385, -5.718], [3.297, -6.635, -4.220], [1.521, -6.669, -4.267], [1.725, -4.880, -5.959], [2.322, -3.090, -4.543], [2.931, -4.244, -3.368], [0.780, -3.431, -2.673], [0.550, -5.120, -3.055], [-0.772, -5.733, -4.706], [-0.292, -4.781, -6.149], [-1.854, -4.509, -5.391], [2.677, -0.397, 8.054], [3.337, 0.851, 8.197], [4.437, 1.007, 7.297], [4.138, 2.109, 6.281], [3.101, 1.689, 5.337], [2.604, 2.777, 4.490], [1.842, 3.914, 5.184], [0.594, 3.511, 5.744], [0.680, 3.003, 7.068], [1.929, -0.476, 8.845], [2.166, -0.460, 7.089], [3.382, -1.227, 8.159], [4.701, 0.067, 6.802], [5.296, 1.315, 7.902], [5.052, 2.347, 5.728], [3.827, 3.000, 6.837], [2.318, 1.307, 5.857], [1.931, 2.320, 3.761], [3.440, 3.198, 3.922], [1.593, 4.651, 4.414], [2.452, 4.445, 5.922], [1.488, 3.463, 7.642], [0.797, 1.917, 7.049], [-0.265, 3.217, 7.571]],
  "lumo_ev": -0.5020,
  "homo_lumo_gap_ev": 8.15,
  "smiles": "CCCC[C@](C[SH](=O)=O)(OC(=O)C[SH](=O)=O)P(O)I.COCCNCCOC.COCCNCCOC"
}